No. 1
DFT (ωB97M-V/def2-TZVPD) results for an isolated molecule of C33H46I2NO6PS2 at a distorted geometry.

Geometry as ORCA input:
```
! wB97M-V def2-TZVPD RIJCOSX def2/J DEFGRID3
* xyz 0 1
C -6.72432 2.47203 1.21304
C -7.75991 3.03434 0.18897
C -7.98513 1.99482 -0.93187
C -6.89477 2.04665 -2.04566
C -5.77660 1.00515 -1.83589
C -4.38330 1.50061 -2.28383
C -3.35088 0.36538 -2.07517
C -2.23958 0.63598 -1.08827
C -2.06432 1.70946 -0.33587
C -0.88567 1.78002 0.59833
O -1.01061 2.21513 1.72644
C 0.39503 1.20385 0.02292
C 0.22703 0.04024 -0.74942
C 1.35223 -0.57428 -1.27699
C 1.09253 -1.85748 -2.07875
C 1.07167 -3.03051 -1.05752
C 1.54414 -4.38520 -1.63242
S 0.75483 -5.75259 -0.65369
C 0.77548 -5.19989 1.05374
S 2.20341 -4.81802 1.75643
N -0.46192 -5.10255 1.72965
C -0.32635 -5.41641 3.15849
C -1.73679 -5.46468 3.79662
O -2.64915 -4.53405 3.21445
C -1.96226 -3.37543 2.80583
C -1.00706 -3.72012 1.64732
C 2.65115 -0.03942 -1.08525
P 4.02851 -0.95655 -1.92988
C 5.67296 -0.68101 -1.10438
O 3.86780 -2.59380 -1.67013
C 2.74413 1.12700 -0.33032
C 4.10774 1.75329 -0.09070
C 4.74741 2.33321 -1.35733
O 5.92624 3.05198 -0.95115
C 7.00037 2.85703 -1.77581
C 8.26661 2.40473 -1.04449
O 6.98408 3.05622 -2.96630
C 1.62263 1.77502 0.23324
C 1.66009 3.06726 1.03314
I 2.44983 4.74423 -0.14096
C 2.24666 2.97392 2.49508
C 3.33121 4.02014 2.85276
I 2.91750 1.01824 3.10304
C -1.18901 -0.46004 -0.96776
O -1.53717 -1.62048 -1.02029
H -5.73956 2.54328 0.73162
H -6.72089 3.04372 2.14527
H -6.97346 1.42051 1.38594
H -7.39295 3.97876 -0.23257
H -8.69539 3.24920 0.72052
H -8.94717 2.24826 -1.40455
H -8.10492 0.98359 -0.52369
H -6.51107 3.07694 -2.06664
H -7.43040 1.90628 -2.99375
H -5.72981 0.77094 -0.76467
H -6.00369 0.09521 -2.40535
H -4.46307 1.65646 -3.37085
H -4.10797 2.46969 -1.85881
H -3.86927 -0.55954 -1.78979
H -2.86467 0.13204 -3.03552
H -2.77429 2.53394 -0.34602
H 0.12464 -1.82616 -2.58280
H 1.86174 -2.02533 -2.83964
H 1.74512 -2.79206 -0.22503
H 0.09063 -3.18968 -0.61609
H 2.61503 -4.56231 -1.54322
H 1.25136 -4.53468 -2.67654
H 0.17049 -6.38282 3.27556
H 0.22698 -4.64622 3.71827
H -2.19701 -6.45292 3.68177
H -1.67666 -5.23322 4.87321
H -2.71069 -2.68391 2.40120
H -1.45996 -2.83820 3.62718
H -1.58890 -3.64004 0.71788
H -0.17324 -3.00785 1.53291
H 6.22201 0.16907 -1.50618
H 5.62655 -0.68828 -0.00823
H 6.25481 -1.57587 -1.37019
H 4.05032 -2.81559 -0.74345
H 4.72652 0.99510 0.40064
H 4.09367 2.56266 0.64206
H 4.90708 1.62067 -2.17142
H 4.04570 3.07927 -1.75047
H 9.07151 2.20332 -1.74781
H 8.53649 3.22270 -0.36284
H 7.98043 1.53921 -0.43615
H 0.63197 3.39393 1.15900
H 1.42662 3.21293 3.17914
H 4.25783 3.89220 2.28797
H 3.58792 3.81387 3.90325
H 2.93315 5.03747 2.83947
*
```

As for the total energy: -95900.625 eV. Its molar mass is 901.6 g/mol. Its LUMO energy is -0.0351 hartree.


No. 2
DFT (ωB97M-V/def2-TZVPD) results for a structure of composition C14H12N4NaO2S2Se at a distorted geometry.

Geometry as ORCA input:
```
! wB97M-V def2-TZVPD RIJCOSX def2/J DEFGRID3
* xyz -1 1
Na 1.65538 -0.59288 -0.67330
N -2.79834 5.42784 2.79203
C -1.75926 4.60005 2.39677
C -0.96281 3.95390 3.34335
C 0.02509 3.07429 2.94338
C 0.24114 2.85134 1.59586
C -0.47513 3.55954 0.64888
C -1.46312 4.43669 1.04237
S 1.15405 1.42928 1.00045
O 1.63390 0.66063 2.12816
O 2.15933 1.84412 0.05518
N 0.10144 0.57684 0.14696
C -0.84355 -0.11380 0.74665
S -1.62691 0.42164 2.26372
C -2.65275 -0.97739 2.15950
C -2.35257 -1.69309 1.05473
N -1.34902 -1.21046 0.27872
H -3.17799 5.22255 3.70375
H -3.49969 5.59399 2.08569
H -1.15519 4.10875 4.39539
H 0.60732 2.52585 3.66720
H -0.26184 3.38160 -0.39225
H -2.04320 4.97012 0.30439
H -3.39293 -1.17012 2.90991
H -2.82821 -2.61633 0.76770
Se 3.10913 -1.97300 -2.48065
C 2.54263 -3.59295 -3.27030
C 1.89332 -4.59850 -2.55745
C 1.59828 -5.78051 -3.20589
N 1.87849 -6.02572 -4.47842
C 2.47206 -5.05331 -5.15910
C 2.82502 -3.83796 -4.61462
H 1.63378 -4.45582 -1.51733
H 1.11421 -6.59507 -2.67863
H 2.68092 -5.27542 -6.20059
H 3.31703 -3.07669 -5.20223
*
```

As for the total energy: -116204.398 eV. Its molar mass is 434.4 g/mol. Its LUMO energy is 0.0802 hartree.


No. 3
DFT (ωB97M-V/def2-TZVPD) results for an isolated molecule of C9H12F3NO at a distorted geometry.

Geometry as ORCA input:
```
! wB97M-V def2-TZVPD RIJCOSX def2/J DEFGRID3
* xyz 0 1
C -1.30329 1.50375 1.41321
C -0.78556 0.72432 0.49563
N -1.06138 0.75345 -0.90251
C -2.00100 1.75201 -1.40935
C -0.66814 -0.40182 -1.50651
O -0.87185 -0.64704 -2.66951
C 0.13899 -1.25910 -0.48919
C 1.34161 -1.77915 -1.13525
C 0.33693 -0.29535 0.69035
C 0.39766 -1.12501 2.02631
C 1.68977 0.46595 0.57440
F 1.78260 1.31267 1.66870
F 2.79240 -0.23090 0.55728
F 1.63834 1.26444 -0.52364
H -1.85289 2.26746 0.94830
H -0.97207 1.37396 2.48188
H -1.66242 2.70529 -1.01048
H -1.69918 1.84915 -2.37711
H -3.03198 1.59753 -1.20785
H -0.48257 -2.14522 -0.29208
H 2.02519 -1.00229 -1.37111
H 1.06037 -2.22909 -2.09752
H 1.93214 -2.51724 -0.54288
H -0.59433 -1.45570 2.29263
H 0.82655 -0.53814 2.77725
H 1.02413 -1.94395 1.60902
*
```

As for the total energy: -21217.556 eV. Its molar mass is 207.2 g/mol. Its LUMO energy is 0.0293 hartree. The SMILES is C=C1N(C)C(=O)[C@@H](C)[C@@]1(C)C(F)(F)F. As for the energy relative to the best compared isomer or geometry (same formula, charge and spin): 0.0 kcal/mol.


No. 4
DFT (ωB97M-V/def2-TZVPD) results for a structure of composition C14H33BNbO13S3 at a distorted geometry.

Geometry as ORCA input:
```
! wB97M-V def2-TZVPD RIJCOSX def2/J DEFGRID3
* xyz -1 1
C -1.32791 -5.01649 -1.16144
C -0.99494 -3.56503 -0.63988
C -2.06885 -2.57509 -1.20794
C -2.76494 -1.91755 0.05959
Nb -1.24481 -0.84842 -2.45762
C 0.46059 -0.37615 -0.97705
C 0.66324 1.15144 -0.92585
O -0.14581 1.93632 -1.24867
C -2.98257 -1.17030 -3.91928
C -4.07207 -0.03427 -3.88361
C -5.48289 -0.51327 -3.49588
S -6.26027 -1.64956 -4.68434
O -5.40178 -2.00967 -5.76307
O -7.48676 -1.11019 -5.18731
O -6.68506 -2.97042 -3.81643
B 0.16802 -2.19211 -3.74006
C 0.93079 -1.48764 -4.99390
O 0.48047 -3.57441 -3.55004
H -0.64127 -5.34474 -1.96115
H -2.35526 -5.10437 -1.54988
H -1.24026 -5.77271 -0.34961
H 0.03271 -3.27440 -0.92403
H -1.01823 -3.63457 0.46453
H -2.89081 -3.05289 -1.77049
H -3.25890 -2.69164 0.69724
H -3.54205 -1.18416 -0.21235
H -2.03098 -1.39205 0.69995
H -2.30959 0.31086 -1.49038
H -0.76217 0.58540 -3.48759
H 0.27353 -0.79422 0.03363
H 1.41731 -0.79727 -1.36759
H 1.65587 1.56432 -0.60389
H -2.57711 -1.17438 -4.95683
H -3.40882 -2.18941 -3.78531
H -4.07328 0.51891 -4.84249
H -3.74910 0.69461 -3.11569
H -6.14868 0.37089 -3.45180
H -5.54052 -0.97397 -2.49174
H -5.97559 -3.19044 -3.18843
H 0.96947 -2.26511 -5.79040
H 0.37930 -0.58926 -5.32073
H 1.97341 -1.22512 -4.70774
H 1.31854 -3.60365 -3.06406
C 2.28003 4.62697 1.94649
C 2.42885 4.60203 3.45474
O 2.39006 3.22233 3.80892
S 3.04622 2.35412 2.60808
O 4.39840 2.07934 2.92803
O 2.12743 1.34097 2.24181
O 3.02618 3.50563 1.48098
H 1.23730 4.48946 1.65009
H 2.66251 5.54601 1.50666
H 1.63301 5.14797 3.95689
H 3.39889 5.00274 3.76680
C 5.46260 2.53467 8.27750
C 5.97977 3.66609 7.41128
O 5.97052 3.14329 6.08248
S 4.74623 2.09963 5.92718
O 3.64321 2.78023 5.33177
O 5.25648 0.88616 5.41884
O 4.43537 1.91421 7.50476
H 6.24267 1.79326 8.46762
H 5.06229 2.88942 9.22512
H 6.98269 3.98008 7.69163
H 5.30733 4.52761 7.44198
*
```

As for the total energy: -76393.195 eV. Its molar mass is 609.3 g/mol. Its LUMO energy is 0.0546 hartree.


no.,frontier orbital gap (eV)
1,7.4
2,6.3
3,9.9
4,5.3